Entry 1:
The following is a quantum chemistry calculation of a cluster of 5 separate species, C17H34O11 in total at a distorted geometry, from OMol25.

## Properties
* net charge: 0
* multiplicity: 1
* E: -40700.7688 eV
* M: 414.45 g/mol

Each line ends with the Löwdin charge.
Element x y z (Å)
O -0.7564 -2.8697 -0.7883  -0.15
O 3.2029 1.7110 -0.1302  0.03
O -1.7114 1.3477 1.0114  -0.17
O -3.2871 1.8424 -2.5210  0.00
O 1.7678 -1.0262 2.3785  0.14
O 1.1977 -3.1491 1.8845  0.01
O -2.2226 3.6136 -1.8898  0.00
O 4.7220 0.1846 -0.7609  0.13
O 2.5224 -0.2090 -0.7089  0.02
O -4.3823 3.7848 -2.4555  0.12
O 3.2574 -2.6867 2.1851  0.02
C -2.2807 0.6983 2.1731  -0.18
C 2.6734 -1.5795 -1.0038  -0.03
C -0.7589 -3.5979 -2.0081  -0.20
C -3.3652 3.1390 -2.3258  -0.64
C -4.3177 1.1185 -3.1829  -0.02
C -0.1066 1.4932 2.6710  -0.18
C -1.2267 0.6631 3.2891  -0.14
C -1.0799 -1.4699 -0.9857  -0.16
C -2.2259 4.7202 -0.9946  -0.03
C -0.2834 1.4619 1.1652  -0.18
C 3.5990 0.5267 -0.5516  -0.65
C -0.8518 -2.5431 -3.0985  -0.18
C -0.1477 -2.9213 2.3126  -0.03
C 4.1666 2.6003 0.3490  -0.06
C 4.3260 -1.7950 2.4503  -0.03
C -1.5634 -1.3840 -2.4377  -0.16
C 2.0389 -2.1737 2.1937  -0.65
H 5.1315 -2.3537 2.9122  0.10
H -1.6537 1.1320 4.1718  0.11
H -0.2028 -0.8436 -0.8362  0.10
H 0.1230 0.5724 0.6801  0.09
H 0.1818 -4.0928 -2.2785  0.12
H -4.0923 0.1002 -2.8882  0.07
H -0.2462 -2.6817 3.3696  0.10
H -1.2097 4.8331 -0.6253  0.09
H -2.6480 -1.5109 -2.4815  0.10
H 0.0305 2.3987 0.7084  0.12
H 0.0811 -2.2220 -3.5669  0.11
H 2.0491 -2.2006 -0.3524  0.08
H 2.3299 -1.9223 -1.9793  0.10
H -0.7384 -0.2783 3.5417  0.09
H 4.2094 2.7604 1.4297  0.10
H 4.0858 -1.0443 3.2191  0.10
H -0.6857 -3.8207 2.0316  0.10
H -0.5562 -2.0981 1.7255  0.07
H 3.6887 -1.8829 -0.7518  0.10
H 3.8849 3.6180 0.0445  0.09
H 5.1733 2.4935 -0.0507  0.10
H -1.4306 -2.9029 -3.9570  0.11
H -0.2240 2.5297 3.0102  0.11
H -1.9079 -1.2910 -0.3052  0.11
H 4.5127 -1.1400 1.5981  0.09
H -5.3198 1.3905 -2.8555  0.10
H -2.8450 4.5040 -0.1233  0.10
H 0.9346 1.2560 2.8980  0.10
H -1.3886 -0.4085 -2.8935  0.12
H -2.5567 5.5943 -1.5552  0.10
H -4.2676 1.2815 -4.2581  0.10
H -2.6418 -0.2818 1.8492  0.10
H -1.5701 -4.3241 -2.0421  0.12
H -3.1374 1.3359 2.3907  0.11


Entry 2:
The following is a quantum chemistry calculation of a structure of composition C28H31CaI3N6O2SSi at a distorted geometry, from OMol25.

## Properties
* net charge: 0
* multiplicity: 1
* relative energy (zero: lowest compared OMol25 entry of this formula, charge and spin): 30.7 kJ/mol
* E: -104033.5585 eV
* M: 964.54 g/mol

Each line ends with the Löwdin charge.
Element x y z (Å)
I -3.3997 7.2972 -2.2702  0.90
I -1.7233 4.6574 2.8150  0.91
I 3.2355 0.7130 -3.5909  0.89
Ca -0.7148 0.5831 -0.1319  1.22
S 1.7027 -0.9779 0.1151  0.55
Si 3.6849 -2.0026 2.6433  0.48
O -1.6625 2.1874 0.8658  -0.37
O -3.3724 0.2045 0.1878  -0.10
N -1.9558 1.9885 -1.8492  0.05
N 0.1463 0.0818 1.9677  -0.11
N 1.4104 3.4042 -0.1317  -0.03
N 1.1852 2.1508 -0.7896  -0.16
N -1.6595 -1.8780 -0.0283  0.05
N 0.5490 -0.3692 -3.0335  0.02
C -1.2360 -4.2366 0.0698  -0.05
C 1.4913 -1.2759 -5.0408  -0.13
C -2.1233 4.5069 0.7747  -0.64
C 4.4227 -2.2191 4.3531  -0.20
C -2.7309 -2.0619 0.7490  -0.25
C -0.9357 -2.9595 -0.3616  -0.16
C -0.1979 0.4690 3.2067  -0.15
C 3.2979 -3.7020 1.9841  -0.19
C -2.8703 4.1560 -3.3459  -0.04
C -2.1923 3.1958 -1.2412  -0.14
C -2.5179 5.6472 0.0589  -0.23
C -2.6245 4.3333 -1.9663  -0.20
C -2.3347 -4.4114 0.8973  -0.06
C 1.7102 -0.5812 4.1298  -0.08
C 4.9560 -1.1312 1.5993  -0.19
C 1.2941 -0.6118 1.7690  -0.73
C -1.9761 3.2608 0.1887  -0.45
C -2.7800 5.5623 -1.2774  -0.67
C -3.0952 -3.3096 1.2359  -0.02
C -2.6744 2.9375 -3.9238  -0.04
C -2.2009 1.8784 -3.1330  -0.12
C 2.1164 -0.9870 2.8696  -0.25
C 0.5438 0.1644 4.3191  -0.07
C -3.5569 -0.8454 1.1108  -0.19
C 1.5217 -0.4548 -3.9179  -0.78
C -0.5292 -1.1433 -3.2361  -0.18
C -0.6663 -1.9967 -4.3131  -0.05
C 0.3674 -2.0581 -5.2356  -0.06
H 5.9176 -1.6506 1.6671  0.03
H 4.6913 -1.2592 4.8064  0.03
H 2.9947 -3.6532 0.9370  0.01
H 5.3366 -2.8180 4.2829  0.03
H 4.6463 -1.0934 0.5531  0.00
H -0.6125 -5.0700 -0.2264  0.11
H -1.3174 -1.0819 -2.4902  0.09
H 4.1769 -4.3503 2.0689  0.03
H -1.5587 -2.5984 -4.4254  0.11
H -3.2148 4.9960 -3.9342  0.06
H -1.1023 1.0661 3.2777  0.09
H 3.7382 -2.7379 5.0320  0.03
H 0.3002 -2.7104 -6.0973  0.11
H 5.1016 -0.1056 1.9519  0.03
H 2.4847 -4.1570 2.5576  0.03
H 1.2116 2.3129 -1.7886  0.03
H 2.3233 -1.2980 -5.7282  0.09
H 0.2330 0.4983 5.3001  0.10
H -2.0091 0.9153 -3.5919  0.09
H -0.0642 -2.7785 -0.9746  0.06
H -3.9701 -3.4044 1.8676  0.12
H 2.4005 3.6136 -0.0923  0.07
H -2.6228 6.5917 0.5758  0.08
H 2.3120 -0.8414 4.9949  0.09
H -3.3044 -0.5275 2.1265  0.13
H -2.5981 -5.3952 1.2665  0.11
H -2.8961 0.9492 0.6113  0.02
H -4.6080 -1.1323 1.1161  0.12
H 1.8964 1.4514 -0.5781  -0.02
H 1.0698 3.3223 0.8186  0.05
H -2.8618 2.7796 -4.9775  0.11